[1]
{"formula": "C5H7N3", "method": "ωB97M-V/def2-TZVPD", "e_tot_ev": -9761.00594, "de_lowest_kcal_mol": 193.29, "homo_lumo_gap_ev": 8.0, "e_lumo_ev": -0.6568, "elements": ["C", "C", "C", "C", "C", "H", "H", "H", "H", "H", "H", "H", "N", "N", "N"], "positions_angstrom": [[-0.264, -1.507, 0.304], [-0.458, -0.049, -0.087], [2.061, 0.252, -0.621], [-1.631, 0.670, 0.381], [-1.829, 2.074, 0.326], [-0.936, -2.649, -0.438], [0.979, -1.595, 0.392], [-0.907, -1.801, 1.547], [0.590, 1.875, -0.342], [2.949, 1.142, -0.498], [1.109, -1.584, -0.896], [-2.410, 0.263, 1.021], [0.651, 0.747, -0.535], [2.223, -1.104, -0.892], [-2.125, 3.266, 0.338]], "nbo_charge": [-0.7492, 0.2252, 0.2401, -0.4273, 0.2344, 0.2788, 0.2851, 0.2708, 0.4357, 0.2374, 0.3697, 0.2561, -0.6456, -0.6776, -0.3336]}



[2]
{"formula": "C5H7N3O", "method": "ωB97M-V/def2-TZVPD", "e_tot_ev": -11811.97931, "de_lowest_kcal_mol": 101.70, "homo_lumo_gap_ev": 7.5, "e_lumo_ev": 0.5044, "elements": ["C", "C", "C", "C", "C", "H", "H", "H", "H", "H", "H", "H", "N", "N", "N", "O"], "positions_angstrom": [[-1.354, -0.215, -0.066], [0.783, -1.038, -0.022], [0.897, 0.322, -0.038], [0.193, 2.215, 0.026], [-0.449, 0.792, -0.061], [-2.998, -0.080, 0.988], [-3.079, 0.547, -0.628], [-0.821, -2.344, -0.368], [2.697, -1.411, 0.157], [2.121, 1.699, -0.636], [0.024, 3.027, 0.731], [0.202, 2.722, -0.903], [-2.726, -0.281, -0.006], [-0.566, -1.337, 0.089], [1.554, 1.542, 0.154], [1.701, -2.011, -0.004]], "nbo_charge": [0.2475, 0.3895, -0.0524, -0.2087, -0.1537, 0.3709, 0.3764, 0.4109, 0.4896, 0.3513, 0.2041, 0.1866, -0.8275, -0.5373, -0.5897, -0.6575]}



[3]
{"formula": "C5H7N3O", "method": "ωB97M-V/def2-TZVPD", "e_tot_ev": -11809.24670, "de_lowest_kcal_mol": 164.72, "homo_lumo_gap_ev": 9.5, "e_lumo_ev": 0.8957, "smiles": "C1=NOC=NN2CC[C@H]12", "elements": ["C", "N", "O", "C", "N", "N", "C", "C", "C", "H", "H", "H", "H", "H", "H", "H"], "positions_angstrom": [[0.853, 1.543, -0.086], [2.090, 1.102, -0.278], [2.586, -0.049, 0.373], [2.028, -1.271, -0.014], [0.832, -1.583, -0.031], [-0.296, -0.891, 0.426], [-1.528, -0.856, -0.276], [-1.680, 0.663, 0.070], [-0.256, 0.532, 0.576], [0.725, 2.680, -0.531], [2.778, -1.982, -0.548], [-2.131, -1.742, 0.303], [-1.391, -1.215, -1.309], [-1.805, 1.335, -0.997], [-2.666, 0.909, 0.588], [-0.139, 0.827, 1.733]], "nbo_charge": [0.0446, -0.1367, -0.4084, 0.3229, -0.2916, -0.2714, -0.2098, -0.4300, -0.1207, 0.2432, 0.1883, 0.1954, 0.2049, 0.2104, 0.2483, 0.2105]}



[4]
{"formula": "C5H7N3O2", "method": "ωB97M-V/def2-TZVPD", "e_tot_ev": -13858.16546, "de_lowest_kcal_mol": 138.89, "homo_lumo_gap_ev": 9.6, "e_lumo_ev": -0.5844, "smiles": "CC1(C)N=NC=C1[N+](=O)[O-]", "elements": ["C", "C", "C", "N", "N", "C", "C", "N", "O", "O", "H", "H", "H", "H", "H", "H", "H"], "positions_angstrom": [[1.460, -1.084, -0.033], [0.583, 0.137, 0.212], [0.178, 0.408, 1.630], [1.143, 1.310, -0.282], [0.488, 1.923, -1.184], [-0.675, 1.118, -1.538], [-0.771, 0.073, -0.711], [-1.909, -0.782, -0.518], [-2.854, -0.173, -0.088], [-1.837, -1.961, -0.791], [2.495, -0.751, 0.258], [1.557, -1.346, -1.120], [1.046, -1.987, 0.536], [-0.911, 0.546, 1.758], [0.684, 1.369, 1.950], [0.681, -0.337, 2.150], [-1.359, 1.538, -2.230]], "nbo_charge": [-0.6175, 0.0424, -0.6192, -0.1210, -0.1183, -0.1079, 0.0819, 0.5074, -0.3476, -0.3526, 0.2376, 0.2370, 0.2364, 0.2417, 0.2450, 0.2264, 0.2283]}



[5]
{"formula": "C5H7N3O2S", "method": "ωB97M-V/def2-TZVPD", "e_tot_ev": -24698.14656, "de_lowest_kcal_mol": 38.91, "homo_lumo_gap_ev": 10.0, "e_lumo_ev": 0.4817, "smiles": "CS(=O)(=O)Nc1ncccn1", "elements": ["C", "S", "O", "O", "N", "C", "N", "C", "C", "C", "N", "H", "H", "H", "H", "H", "H", "H"], "positions_angstrom": [[-1.877, 1.476, -0.760], [-1.915, -0.057, 0.144], [-2.867, -1.127, -0.230], [-1.681, 0.272, 1.533], [-0.467, -0.732, -0.502], [0.868, -0.319, -0.290], [1.687, -1.343, -0.219], [2.948, -1.011, 0.033], [3.365, 0.337, 0.227], [2.369, 1.296, 0.071], [1.138, 0.964, -0.142], [-2.183, 1.367, -1.799], [-0.914, 1.977, -0.556], [-2.599, 2.174, -0.370], [-0.500, -1.795, -0.415], [3.611, -1.899, 0.252], [4.399, 0.650, 0.405], [2.660, 2.385, 0.105]], "nbo_charge": [-0.8949, 2.2535, -0.8985, -0.9131, -0.8669, 0.5603, -0.4786, 0.0993, -0.3436, 0.1073, -0.5051, 0.2536, 0.2967, 0.2521, 0.4368, 0.2083, 0.2332, 0.1996]}



[6]
{"formula": "C5H7N4", "method": "ωB97M-V/def2-TZVPD", "e_tot_ev": -11246.68893, "de_lowest_kcal_mol": 98.64, "homo_lumo_gap_ev": [7.3, 8.0], "e_lumo_ev": [-6.2207, -5.4746], "total_charge": 1, "elements": ["C", "C", "C", "C", "C", "N", "N", "N", "N", "H", "H", "H", "H", "H", "H", "H"], "positions_angstrom": [[-1.226, 1.823, 2.535], [-1.742, 1.223, 1.399], [0.266, 0.844, 1.568], [1.566, -0.388, -0.444], [-0.801, -0.221, -0.445], [0.203, 1.495, 2.656], [-0.710, 0.610, 0.749], [0.451, -0.311, -1.150], [2.819, -0.503, -0.792], [-1.678, 2.562, 3.192], [-2.647, 1.559, 0.734], [-1.031, -1.347, -0.106], [-1.478, 0.158, -1.223], [0.485, -0.555, -2.151], [3.546, -0.387, -0.104], [3.202, -0.957, -1.617]], "nbo_charge": [-0.0520, -0.0927, 0.6347, 0.4832, -0.0175, -0.4210, -0.4472, -0.6028, -0.7657, 0.2591, 0.2549, 0.2288, 0.2490, 0.4302, 0.4392, 0.4198]}



[7]
{"formula": "C5H7N4", "method": "ωB97M-V/def2-TZVPD", "e_tot_ev": -11246.38395, "de_lowest_kcal_mol": 16.05, "homo_lumo_gap_ev": [7.5, 8.9], "e_lumo_ev": [-4.1372, -6.3037], "total_charge": 1, "spin_multiplicity": 3, "s2": 2.03, "elements": ["C", "C", "C", "C", "C", "N", "N", "N", "N", "H", "H", "H", "H", "H", "H", "H"], "positions_angstrom": [[-3.047, -1.396, 1.506], [-0.475, -1.099, -0.978], [0.054, 0.790, 0.816], [0.835, -0.338, -1.176], [-1.948, -1.794, 0.709], [-3.958, -1.138, 2.182], [-1.059, -0.984, 0.131], [0.834, 0.886, -0.239], [-0.147, 1.671, 1.766], [-0.970, -1.438, -1.851], [1.888, -0.849, -1.085], [0.699, 0.113, -2.253], [-1.626, -2.921, 0.744], [1.788, 1.263, -0.324], [-0.773, 1.318, 2.523], [0.261, 2.613, 1.844]], "lowdin_spin": [0.0542, 0.1563, 0.5468, 0.0421, 0.4417, 0.2155, 0.3109, 0.0711, 0.0779, 0.0161, 0.0038, 0.0026, 0.0143, 0.0145, 0.0113, 0.0210]}



[8]
{"formula": "C5H7N5", "method": "ωB97M-V/def2-TZVPD", "e_tot_ev": -12744.34043, "de_lowest_kcal_mol": 102.23, "homo_lumo_gap_ev": 8.6, "e_lumo_ev": 0.3506, "smiles": "CNn1cnc2cncn21", "elements": ["C", "N", "N", "C", "N", "C", "C", "N", "C", "N", "H", "H", "H", "H", "H", "H", "H"], "positions_angstrom": [[2.682, -0.376, 0.361], [1.824, 0.072, -0.736], [0.356, 0.478, 0.069], [-0.060, 1.852, -0.117], [-1.347, 1.988, -0.019], [-1.862, 0.712, -0.060], [-2.923, -0.064, 0.184], [-2.597, -1.349, 0.123], [-1.284, -1.428, -0.016], [-0.750, -0.219, -0.045], [3.595, -0.793, -0.236], [2.870, 0.409, 1.065], [2.402, -1.334, 0.944], [1.365, -0.618, -1.331], [0.612, 2.705, -0.308], [-3.910, 0.408, 0.211], [-0.973, -2.444, -0.091]], "nbo_charge": [-0.4342, -0.4002, -0.1336, 0.1991, -0.4212, 0.1960, -0.1027, -0.4391, 0.0985, -0.2102, 0.2184, 0.2213, 0.1891, 0.3647, 0.2229, 0.2124, 0.2187]}



[9]
{"formula": "C5H7N5O", "method": "ωB97M-V/def2-TZVPD", "e_tot_ev": -14793.22788, "de_lowest_kcal_mol": 57.87, "homo_lumo_gap_ev": 7.9, "e_lumo_ev": -0.5594, "smiles": "CNc1ncnc(N)c1N=O", "elements": ["C", "N", "C", "N", "C", "N", "C", "N", "C", "N", "O", "H", "H", "H", "H", "H", "H", "H"], "positions_angstrom": [[3.019, -0.447, 0.037], [1.594, -0.687, -0.181], [0.635, 0.198, -0.078], [0.789, 1.532, -0.061], [-0.381, 2.093, 0.119], [-1.694, 1.730, 0.146], [-1.900, 0.423, 0.163], [-3.165, -0.122, -0.162], [-0.728, -0.392, 0.005], [-0.641, -1.651, 0.119], [-1.630, -2.354, 0.121], [3.382, 0.435, -0.750], [3.186, -0.101, 1.074], [3.472, -1.436, -0.009], [1.265, -1.687, 0.172], [-0.211, 3.078, 0.109], [-3.869, 0.525, -0.463], [-3.124, -1.137, -0.362]], "nbo_charge": [-0.4192, -0.5643, 0.4934, -0.5269, 0.3355, -0.5411, 0.4765, -0.7828, -0.1634, 0.0329, -0.4280, 0.2254, 0.1996, 0.2136, 0.4366, 0.1662, 0.4083, 0.4377]}



[10]
{"formula": "C5H7N6O", "method": "ωB97M-V/def2-TZVPD", "e_tot_ev": -16275.08792, "de_lowest_kcal_mol": 107.09, "homo_lumo_gap_ev": 8.0, "e_lumo_ev": -4.7656, "total_charge": 1, "elements": ["C", "C", "C", "C", "C", "N", "N", "N", "N", "N", "N", "O", "H", "H", "H", "H", "H", "H", "H"], "positions_angstrom": [[1.200, 0.892, -2.376], [-1.216, -2.330, -1.998], [-0.820, -0.333, -0.472], [1.370, -1.466, -0.514], [-1.524, 1.663, 0.927], [1.842, -0.243, -2.466], [2.024, -1.273, -1.580], [-1.133, -1.283, -1.467], [0.374, 1.700, -2.239], [-1.623, 0.627, -0.102], [1.469, -2.602, 0.223], [0.378, -0.535, 0.042], [-2.577, 1.602, 1.450], [-0.648, 1.412, 1.629], [-1.190, 2.533, 0.284], [2.655, -0.277, -3.106], [-2.535, 0.632, -0.549], [2.464, -3.090, 0.125], [0.966, -2.693, 1.147]], "nbo_charge": [0.4076, 0.5284, 0.8529, 0.6438, -0.4463, -0.4736, -0.2843, -0.6595, -0.3799, -0.4604, -0.8245, -0.4684, 0.2630, 0.2506, 0.2747, 0.4368, 0.4500, 0.4554, 0.4336]}



[11]
{"formula": "C5H7NO", "method": "ωB97M-V/def2-TZVPD", "e_tot_ev": -8836.08321, "de_lowest_kcal_mol": 2.76, "homo_lumo_gap_ev": 9.6, "e_lumo_ev": 0.9345, "smiles": "C[C@H]1C=CNC1=O", "elements": ["C", "C", "C", "C", "N", "C", "O", "H", "H", "H", "H", "H", "H", "H"], "positions_angstrom": [[1.810, 0.225, 0.219], [0.454, -0.122, -0.391], [-0.333, -1.246, 0.236], [-1.603, -0.858, 0.370], [-1.775, 0.464, -0.076], [-0.559, 1.033, -0.401], [-0.363, 2.200, -0.664], [2.576, -0.475, -0.130], [1.784, 0.179, 1.312], [2.105, 1.235, -0.081], [0.605, -0.347, -1.459], [0.070, -2.211, 0.514], [-2.454, -1.406, 0.754], [-2.616, 1.011, 0.020]], "nbo_charge": [-0.5974, -0.3549, -0.2586, -0.0135, -0.6274, 0.6882, -0.5913, 0.2115, 0.2112, 0.2340, 0.2429, 0.2236, 0.2164, 0.4152]}



[12]
{"formula": "C5H7NO", "method": "ωB97M-V/def2-TZVPD", "e_tot_ev": -8834.28289, "de_lowest_kcal_mol": 44.27, "homo_lumo_gap_ev": 9.7, "e_lumo_ev": 0.8679, "smiles": "C=NCCC=C=O", "elements": ["C", "N", "C", "C", "C", "C", "O", "H", "H", "H", "H", "H", "H", "H"], "positions_angstrom": [[0.280, 0.215, 2.039], [0.935, 0.501, 0.997], [1.022, -0.524, -0.027], [0.428, -0.028, -1.348], [-0.991, 0.489, -1.256], [-1.828, 0.247, -0.273], [-2.584, 0.043, 0.598], [0.164, 0.963, 2.825], [-0.205, -0.760, 2.203], [0.534, -1.466, 0.284], [2.084, -0.743, -0.195], [0.481, -0.851, -2.074], [1.058, 0.779, -1.736], [-1.378, 1.136, -2.037]], "nbo_charge": [-0.0543, -0.3915, -0.2504, -0.3920, -0.5522, 0.7165, -0.4736, 0.1781, 0.1440, 0.1648, 0.2119, 0.2131, 0.2196, 0.2658]}